1.
The following is a DFT calculation (wB97M-V/def2-TZVPD) of a cluster of 8 separate species, C17H55B2NO12PS2 in total at a distorted geometry.

Values from the calculation:
**Charge**: +1

Cartesian coordinates (Å):
C  -0.1528  -2.5997  -1.4098
N  -0.1723  -1.8478  -0.1202
C  -0.9957  -0.5790  -0.2375
B  1.1372  -1.3754  0.2666
O  2.0167  -0.6298  -0.5752
S  1.8269  -1.6719  2.0395
C  2.4559  0.0172  2.5390
B  3.0605  0.0330  4.0390
O  2.2745  0.0112  5.1781
O  4.4723  0.0873  4.1638
P  3.4719  -3.0499  1.8616
O  3.7777  -3.8482  3.2790
O  4.8297  -2.0948  1.5397
S  3.1136  -4.2124  0.3509
H  0.8744  -2.8960  -1.7244
H  -0.7393  -3.5298  -1.3033
H  -0.6131  -1.9498  -2.1802
H  -0.4412  0.1403  -0.8856
H  -1.0890  -0.1973  0.8057
H  -1.9772  -0.8562  -0.6621
H  1.9609  0.2952  -0.3016
H  1.5898  0.7132  2.4081
H  3.1923  0.2993  1.7572
H  2.8057  -0.4856  5.8379
H  4.8256  0.6652  3.4826
H  2.9535  -4.2755  3.5612
H  4.4764  -1.4520  0.9010
C  3.1007  -3.8342  8.1308
C  3.3552  -2.3888  7.7508
O  2.1630  -1.7824  7.2387
H  2.7498  -4.4010  7.2662
H  4.0079  -4.3036  8.5141
H  2.3228  -3.9012  8.8951
H  4.1185  -2.3278  6.9726
H  3.6992  -1.8158  8.6169
H  1.4947  -1.8274  7.9281
C  -1.6761  4.1162  1.1798
C  -2.5365  2.9330  0.7842
O  -2.3235  1.8328  1.6726
H  -0.6176  3.8415  1.1671
H  -1.8313  4.9549  0.4997
H  -1.9116  4.4414  2.1956
H  -2.2852  2.5975  -0.2234
H  -3.5950  3.2029  0.8043
H  -2.5557  2.1265  2.5579
C  7.8247  -4.8986  -0.2222
C  8.0821  -3.4551  -0.6101
O  6.8854  -2.8402  -1.0827
H  7.4412  -5.4604  -1.0755
H  8.7389  -5.3780  0.1326
H  7.0695  -4.9578  0.5670
H  8.8192  -3.4009  -1.4108
H  8.4592  -2.8856  0.2457
H  6.2364  -2.8791  -0.3736
C  -0.7684  -4.4405  -6.1544
C  0.0967  -3.9437  -5.0122
O  -0.3334  -4.5033  -3.7710
H  -1.8142  -4.1792  -5.9837
H  -0.4488  -4.0087  -7.1044
H  -0.7187  -5.5295  -6.2312
H  0.0286  -2.8585  -4.9255
H  1.1453  -4.2112  -5.1760
H  -0.2633  -5.4594  -3.8439
C  -4.0180  7.8111  1.0775
C  -4.8717  6.6173  0.6915
O  -4.6497  5.5327  1.5919
H  -2.9596  7.5426  1.0687
H  -4.1753  8.6442  0.3896
H  -4.2550  8.1456  2.0913
H  -4.6182  6.2745  -0.3098
H  -5.9352  6.8776  0.7072
H  -4.8842  5.8344  2.4737
C  -6.8129  6.3700  -3.8253
C  -5.5316  6.4808  -3.0217
O  -5.2699  5.2670  -2.3188
H  -7.6555  6.1423  -3.1704
H  -7.0226  7.2992  -4.3583
H  -6.7434  5.5575  -4.5532
H  -5.6129  7.2789  -2.2828
H  -4.6816  6.7014  -3.6757
H  -5.1885  4.5661  -2.9708
C  -3.5669  -1.4071  -5.6984
C  -2.6934  -0.9091  -4.5633
O  -3.1140  -1.4683  -3.3208
H  -4.6109  -1.1459  -5.5188
H  -3.2549  -0.9756  -6.6514
H  -3.5175  -2.4961  -5.7748
H  -2.7622  0.1755  -4.4771
H  -1.6446  -1.1765  -4.7355
H  -3.0441  -2.4256  -3.3944

***

2.
The following is a DFT calculation (wB97M-V/def2-TZVPD) of a cluster of 11 separate species, C17H56O17 in total at a distorted geometry.

Values from the calculation:
**Charge**: 0
**Structure (SMILES)**: OCCO.OCCO.OCCO.OCCO.OCCO.OCCO.CO.CO.CO.CO.CO

Cartesian coordinates (Å):
O  0.9824  4.6778  0.6510
C  0.9049  3.3921  1.2695
C  1.5301  3.4035  2.6342
O  0.6133  3.8727  3.6128
H  0.5982  4.5431  -0.2376
H  -0.1471  3.0805  1.3230
H  1.4056  2.7061  0.5687
H  2.3965  4.0746  2.5986
H  1.8696  2.3951  2.8616
H  0.4974  4.8139  3.4480
O  3.8398  -0.6847  0.3321
C  3.7963  0.4309  1.2241
C  4.6959  0.2213  2.4092
O  6.0738  0.3080  2.0216
H  3.0417  -1.2051  0.5004
H  4.1360  1.3190  0.6839
H  2.7686  0.6202  1.5570
H  4.4852  -0.7341  2.8930
H  4.5602  1.0515  3.1061
H  6.2275  -0.4020  1.3880
O  -1.0032  1.0080  4.0101
C  -0.7328  0.3875  2.7536
C  -1.9075  -0.3853  2.2222
O  -2.9229  0.4571  1.6639
H  -1.7323  1.6287  3.9286
H  -0.4719  1.1035  1.9584
H  0.1329  -0.2530  2.8989
H  -2.2993  -1.0612  2.9928
H  -1.5532  -1.0418  1.4204
H  -3.0650  1.2213  2.2340
O  2.8122  2.2639  -1.7889
C  3.0968  2.1039  -3.1647
C  3.7383  0.7610  -3.4584
O  5.1034  0.6646  -3.0632
H  3.5208  2.7754  -1.3870
H  2.1420  2.1280  -3.7143
H  3.6345  2.9505  -3.6030
H  3.7292  0.5947  -4.5353
H  3.1532  -0.0033  -2.9366
H  5.1454  0.7494  -2.1040
O  -5.7456  1.8137  -2.7199
C  -5.3704  1.9051  -1.3519
C  -4.2652  2.9349  -1.1880
O  -2.9556  2.3973  -1.1833
H  -6.1564  0.9650  -2.9002
H  -6.2433  2.2506  -0.7785
H  -5.0350  0.9749  -0.8897
H  -4.4557  3.4948  -0.2583
H  -4.2753  3.6799  -1.9810
H  -2.8928  1.6846  -0.5282
O  -3.3732  -5.6341  0.8476
C  -3.5023  -4.3154  1.3525
C  -2.9495  -3.3020  0.3992
O  -1.4900  -3.3547  0.4254
H  -2.4304  -5.7852  0.7180
H  -4.5719  -4.1374  1.4398
H  -2.9853  -4.2743  2.3098
H  -3.2654  -2.3023  0.7224
H  -3.2911  -3.5380  -0.6075
H  -1.2187  -3.1677  -0.4867
C  0.0383  3.7552  -2.7308
O  -0.7171  4.1025  -1.5562
H  -0.5239  3.9731  -3.6365
H  1.0008  4.2495  -2.6272
H  0.2780  2.6853  -2.7055
H  -1.4388  3.4515  -1.4684
C  -1.5502  -1.9758  -3.3644
O  -1.0791  -2.9163  -2.4139
H  -2.6064  -1.7223  -3.2250
H  -0.9555  -1.0719  -3.2647
H  -1.4383  -2.3425  -4.3906
H  -1.4986  -3.7670  -2.5789
C  0.6477  -0.1044  -0.7105
O  0.9986  -0.9994  0.3231
H  0.7183  0.9247  -0.3560
H  1.3402  -0.1714  -1.5570
H  -0.3834  -0.2275  -1.0794
H  1.0410  -1.8907  -0.0645
C  2.1188  -3.7828  -1.7573
O  1.6382  -3.5457  -0.4210
H  3.0274  -4.3861  -1.7062
H  1.3675  -4.3025  -2.3474
H  2.3623  -2.8106  -2.1740
H  1.1622  -4.3275  -0.1261
C  -0.7772  -3.5940  3.8995
O  0.1971  -3.1180  3.0002
H  -1.6564  -2.9387  3.9270
H  -1.1452  -4.5922  3.6126
H  -0.3210  -3.6802  4.8780
H  -0.1683  -3.1014  2.1069

***

3.
The following is a DFT calculation (wB97M-V/def2-TZVPD) of a structure of composition C17H58F3O15Y at a distorted geometry.

Values from the calculation:
**Charge**: +2

Cartesian coordinates (Å):
Y  3.3681  -0.8693  1.9785
C  1.2102  -0.9120  -0.7594
O  0.8765  0.3808  -0.2442
O  2.2417  -1.3693  -0.0162
C  0.0058  -1.8743  -0.8360
F  0.3572  -3.1561  -0.7585
F  -0.8138  -1.6608  0.2470
F  -0.7718  -1.6720  -1.8953
C  -0.1457  1.0585  -0.9770
C  -0.0465  2.5514  -0.6846
H  0.9447  2.8822  -1.0100
H  -0.7832  3.0985  -1.2683
H  -0.1015  2.7695  0.3809
H  -1.1226  0.7202  -0.6147
H  -0.2008  0.9813  -2.0661
H  1.5464  -0.7472  -1.7940
C  3.8305  2.0693  0.3784
O  3.6428  1.4684  1.6949
H  2.9041  2.5707  0.1141
H  4.6454  2.7921  0.3388
H  4.0726  1.3667  -0.4177
H  3.5900  2.2751  2.2890
C  -4.4190  -3.2333  -0.4064
O  -4.9820  -2.1678  -1.1712
H  -3.3524  -3.0738  -0.2070
H  -4.9955  -3.2853  0.5126
H  -4.4589  -4.1871  -0.9409
H  -4.4559  -2.1297  -1.9766
C  -0.4199  -6.6160  -0.0672
O  0.9487  -6.9819  0.2784
H  -0.7638  -7.5768  -0.4388
H  -0.9303  -6.2480  0.8223
H  -0.4540  -5.8582  -0.8495
H  1.4908  -6.1871  0.3176
C  0.0876  0.3918  2.7967
O  1.5106  0.2421  3.0435
H  -0.2726  -0.1598  1.9312
H  -0.5044  0.1363  3.6716
H  -0.1331  1.4155  2.4854
H  1.6753  0.6113  3.9226
C  -2.1745  4.1046  2.0110
O  -1.3550  3.6640  3.1010
H  -2.6802  5.0726  2.0408
H  -1.4437  4.1130  1.2036
H  -2.9630  3.3596  1.8754
H  -1.9474  3.2260  3.7210
C  -0.7536  6.9274  -0.6353
O  0.3681  6.3258  -1.2615
H  -1.6102  6.3134  -0.3507
H  -0.4855  7.4168  0.3058
H  -1.0021  7.7939  -1.2568
H  0.0781  5.8065  -2.0148
C  -3.8119  0.4777  1.5469
O  -4.8737  1.4427  1.6197
H  -3.9982  -0.4345  2.1172
H  -3.7528  0.2249  0.4863
H  -2.8984  0.9558  1.9002
H  -5.5863  1.0768  1.0844
C  3.0551  1.9630  -3.4027
O  3.9254  2.7032  -2.5635
H  2.0787  2.4488  -3.4194
H  3.3421  2.0729  -4.4555
H  2.9991  0.8998  -3.1625
H  4.7627  2.2343  -2.5040
C  -0.1792  -4.2416  -3.9405
O  0.4368  -5.4719  -4.2853
H  -1.1722  -4.4242  -3.5382
H  0.4373  -3.7541  -3.1770
H  -0.2385  -3.5604  -4.7944
H  1.3443  -5.2930  -4.5433
C  -3.7949  0.9275  -2.5299
O  -4.7386  1.5902  -3.3692
H  -3.8225  -0.1285  -2.7871
H  -2.7708  1.3055  -2.5972
H  -4.1806  1.0572  -1.5129
H  -4.5840  2.5350  -3.2688
C  3.1201  -4.5954  -0.6308
O  2.8676  -4.6245  0.7889
H  3.9035  -5.3021  -0.9246
H  2.2047  -4.9688  -1.0844
H  3.4473  -3.6435  -1.0505
H  3.5996  -4.1439  1.1858
C  2.1581  4.0929  2.8054
O  3.5581  3.7999  3.0190
H  1.8472  3.5755  1.8978
H  1.5724  3.7378  3.6517
H  1.9571  5.1444  2.6082
H  3.7777  4.0753  3.9162
C  0.5728  -2.8183  3.2653
O  1.7730  -2.5798  2.5039
H  -0.2689  -2.1946  2.9886
H  0.2344  -3.8428  3.0929
H  0.7858  -2.7986  4.3353
H  2.0582  -3.4600  2.1841

***

4.
The following is a DFT calculation (wB97M-V/def2-TZVPD) of a cluster of 12 separate species, C17H58N12O12 in total at a distorted geometry.

Values from the calculation:
**Charge**: 0
**Structure (SMILES)**: NC(N)=O.NC(N)=O.NC(N)=O.NC(N)=O.NC(N)=O.NC(N)=O.CCO.CCO.CCO.CCO.CCO.CO

Cartesian coordinates (Å):
N  -9.3143  4.1324  -23.9010
C  -8.3127  4.0746  -23.0153
N  -7.9106  2.8872  -22.7584
O  -7.8229  5.0774  -22.5003
H  -9.5937  5.0608  -24.1839
H  -9.7941  3.2555  -24.0456
H  -8.2340  2.1177  -23.3272
H  -7.1085  2.8585  -22.1453
N  -13.7994  3.7882  -30.9536
C  -14.6048  2.9637  -30.3448
N  -15.7791  3.6246  -30.2281
O  -14.3485  1.9030  -29.8745
H  -12.8195  3.6101  -30.7857
H  -14.0099  4.7121  -31.3033
H  -16.4518  3.1843  -29.6168
H  -15.9526  4.5075  -30.6870
N  -16.2723  0.9725  -24.3370
C  -17.5037  1.0233  -24.2604
N  -17.9139  1.3394  -23.0522
O  -18.2556  0.8418  -25.1968
H  -15.8887  0.8944  -25.2681
H  -15.6739  1.3164  -23.5996
H  -17.1569  1.6070  -22.4395
H  -18.8906  1.3630  -22.7962
N  -14.3383  7.2184  -25.5228
C  -13.6472  8.2000  -25.9247
N  -13.0214  8.8620  -24.9827
O  -13.5002  8.4915  -27.0849
H  -14.4058  7.0646  -24.5268
H  -14.8301  6.6341  -26.1838
H  -12.4911  9.6839  -25.2342
H  -13.0981  8.5716  -24.0184
N  -11.0363  9.6434  -18.0192
C  -12.2748  9.2853  -18.2385
N  -13.0189  9.7832  -17.2879
O  -12.7113  8.7064  -19.2136
H  -10.8962  10.2085  -17.1940
H  -10.2392  9.3631  -18.5725
H  -12.7299  10.4362  -16.5736
H  -13.9988  9.5392  -17.2717
N  -6.3215  9.2014  -30.4174
C  -7.3877  9.6945  -29.8957
N  -8.3492  8.8148  -29.8029
O  -7.3728  10.8339  -29.5598
H  -6.3816  8.2014  -30.5463
H  -5.5732  9.7929  -30.7494
H  -8.3426  8.0270  -30.4349
H  -9.1976  9.1819  -29.3960
C  -21.8688  5.8240  -28.1634
C  -21.7316  6.9644  -27.0709
O  -22.4648  8.0237  -27.5396
H  -21.6232  6.1051  -29.1875
H  -22.9095  5.5001  -28.1536
H  -21.1577  5.0548  -27.8623
H  -20.6743  7.1776  -26.9134
H  -22.0915  6.6691  -26.0854
H  -22.4258  8.6827  -26.8426
C  -8.9879  15.8145  -22.8174
C  -9.3149  14.5891  -23.5901
O  -8.1836  13.7906  -23.8457
H  -8.1629  16.3902  -23.2371
H  -8.9238  15.6278  -21.7454
H  -9.8996  16.4118  -22.8047
H  -9.6809  14.7972  -24.5955
H  -9.9806  13.9054  -23.0634
H  -8.1635  13.7930  -24.8055
C  -17.2275  7.9457  -35.0200
C  -17.1080  8.4543  -33.6316
O  -15.7883  8.1546  -33.2025
H  -18.2713  8.0922  -35.2979
H  -16.9690  6.8898  -35.1002
H  -16.5641  8.4385  -35.7307
H  -18.0161  8.1140  -33.1338
H  -17.2109  9.5344  -33.7359
H  -15.6719  8.5751  -32.3473
C  -17.8890  12.7697  -26.3447
C  -17.7893  13.0216  -24.8321
O  -18.9907  12.6384  -24.2857
H  -17.0623  13.1643  -26.9355
H  -18.7780  13.2378  -26.7672
H  -17.9214  11.7116  -26.6045
H  -17.5743  14.0566  -24.5665
H  -17.0486  12.3493  -24.3989
H  -19.4628  13.3215  -24.7674
C  -18.8415  7.2067  -18.6420
C  -19.1986  8.0324  -19.8442
O  -20.2534  8.9133  -19.6047
H  -18.5515  7.7823  -17.7630
H  -18.1024  6.4749  -18.9680
H  -19.6715  6.6242  -18.2422
H  -19.5877  7.3604  -20.6091
H  -18.4232  8.6407  -20.3100
H  -20.1351  9.6039  -20.2610
C  -12.8029  2.2396  -19.0906
O  -13.6209  3.0766  -19.9276
H  -13.1615  1.2198  -19.2303
H  -11.7879  2.4026  -19.4529
H  -12.7887  2.5039  -18.0333
H  -13.4539  4.0040  -19.7444

***

5.
The following is a DFT calculation (wB97M-V/def2-TZVPD) of a structure of composition C17H60O13 at a distorted geometry.

Values from the calculation:
**Charge**: 0

Cartesian coordinates (Å):
C  -12.5024  -32.3044  8.7512
C  -11.4220  -33.3176  9.2351
O  -11.8041  -33.6467  10.5127
H  -13.4932  -32.7552  8.8072
H  -12.3116  -31.9432  7.7406
H  -12.5455  -31.4608  9.4400
H  -10.3969  -32.9495  9.2768
H  -11.4516  -34.1683  8.5543
H  -11.0962  -34.1802  10.8812
C  -9.4137  -36.4200  7.2878
C  -10.8690  -35.9964  7.4823
O  -11.4941  -35.6970  6.2438
H  -9.0378  -36.9794  8.1444
H  -8.7556  -35.5629  7.1448
H  -9.2820  -37.1194  6.4622
H  -10.9920  -35.1823  8.1966
H  -11.4084  -36.8480  7.8969
H  -10.9811  -34.9969  5.8337
C  -11.2053  -32.3747  5.3930
C  -10.6122  -33.3349  6.3972
O  -9.9579  -34.3585  5.6853
H  -10.4026  -31.7898  4.9440
H  -11.8742  -31.6942  5.9200
H  -11.8074  -32.7751  4.5774
H  -11.4012  -33.7156  7.0457
H  -9.8963  -32.8044  7.0251
H  -9.3246  -33.9272  5.1070
C  -13.1788  -34.6672  7.9129
C  -13.8852  -35.9058  7.3394
O  -13.0300  -36.9378  6.8793
H  -12.5463  -34.9410  8.7573
H  -13.8809  -33.8965  8.2309
H  -12.4971  -34.2347  7.1805
H  -14.4873  -35.5369  6.5091
H  -14.4736  -36.3429  8.1462
H  -12.2715  -36.5677  6.4218
C  -11.8325  -29.6125  6.1374
O  -13.0164  -29.8126  6.9295
H  -11.4250  -28.6295  6.3732
H  -11.1122  -30.3489  6.4935
H  -11.9188  -29.6116  5.0508
H  -13.6393  -29.2103  6.5162
C  -14.0397  -31.8663  3.5699
O  -12.8958  -32.4640  4.0765
H  -14.2044  -30.9140  4.0740
H  -14.0002  -31.6389  2.5047
H  -14.8751  -32.5337  3.7816
H  -12.2170  -31.8657  3.7558
C  -11.7500  -33.4043  2.1637
O  -10.9533  -34.3083  1.3521
H  -11.9078  -32.4759  1.6148
H  -12.7248  -33.8614  2.3334
H  -11.3140  -33.1678  3.1344
H  -11.0735  -35.1678  1.7626
C  -10.7452  -30.8773  3.2173
O  -12.1866  -30.7282  3.2670
H  -10.3595  -30.5195  4.1719
H  -10.4108  -31.9087  3.1056
H  -10.3332  -30.2885  2.3978
H  -12.4218  -29.7976  3.2489
C  -9.1682  -33.3657  3.3861
O  -8.7754  -32.9606  4.7139
H  -9.0908  -32.5692  2.6460
H  -8.4374  -34.1154  3.0827
H  -10.1279  -33.8729  3.2871
H  -8.0073  -32.3899  4.6376
C  -8.0623  -35.7092  5.1372
O  -6.7251  -35.7063  4.6134
H  -8.2294  -35.3011  6.1341
H  -8.6734  -35.1778  4.4077
H  -8.4573  -36.7233  5.1983
H  -6.1564  -36.2512  5.1623
C  -8.7584  -30.6606  5.4532
O  -9.5530  -30.0136  6.4139
H  -8.9602  -31.7318  5.4515
H  -9.0790  -30.3275  4.4661
H  -7.6921  -30.4721  5.5782
H  -9.4112  -29.0724  6.2882
C  -14.0916  -31.9848  6.6882
O  -14.2510  -31.0141  7.7241
H  -13.1052  -32.0382  6.2274
H  -14.2823  -32.9974  7.0436
H  -14.7946  -31.7283  5.8956
H  -13.6914  -30.3176  7.3730
C  -12.8639  -34.7610  4.7340
O  -13.8584  -33.9126  5.2290
H  -12.9741  -35.8051  5.0270
H  -12.8610  -34.7540  3.6440
H  -11.8660  -34.4951  5.0828
H  -13.5622  -33.0431  4.9502

***

Highest occupied orbital energy / eV: -11.7, -9.6, -13.9, -9.6, -7.6